No. 1
# C16H33Cl2NO8

A cluster of 3 separate species, C16H33Cl2NO8 in total (the ωB97M-V functional and the def2-TZVPD basis, the OMol25 dataset).

Geometry as ORCA input:
```
! RIJCOSX wB97M-V def2-TZVPD def2/J DEFGRID3
* xyz 0 1
C -3.72 -1.45 -2.16
C -4.47 -0.59 -3.15
Cl -3.57 -0.08 -4.58
C -5.70 -0.19 -3.02
Cl -6.46 0.84 -4.23
N -6.45 -0.58 -1.87
C -7.56 -1.38 -2.24
O -8.65 -1.01 -2.08
O -7.30 -2.60 -2.79
H -3.11 -0.77 -1.55
H -4.36 -2.01 -1.50
H -3.06 -2.09 -2.74
H -6.86 0.28 -1.50
H -7.18 -2.44 -3.74
C -0.97 5.72 0.11
O -1.35 4.73 1.04
C -2.55 4.05 0.70
C -2.43 2.55 0.93
O -1.55 1.86 0.05
C -0.16 2.10 0.19
C 0.46 1.60 1.49
O 0.07 2.40 2.60
C -0.21 1.65 3.76
H -1.56 6.63 0.26
H 0.08 5.95 0.28
H -1.08 5.37 -0.92
H -2.82 4.23 -0.34
H -3.35 4.44 1.34
H -3.42 2.12 0.74
H -2.21 2.33 1.97
H 0.08 3.15 0.02
H 0.31 1.54 -0.62
H 1.56 1.67 1.40
H 0.20 0.55 1.63
H -0.79 0.75 3.53
H -0.81 2.28 4.42
H 0.71 1.37 4.27
C 4.01 -4.79 -1.33
O 4.63 -3.58 -0.96
C 4.10 -2.44 -1.62
C 3.91 -1.27 -0.67
O 2.89 -1.43 0.31
C 3.10 -2.37 1.35
C 4.21 -2.03 2.33
O 5.49 -2.18 1.74
C 6.40 -1.16 2.09
H 4.39 -5.14 -2.29
H 4.25 -5.53 -0.56
H 2.92 -4.69 -1.37
H 3.14 -2.67 -2.10
H 4.81 -2.14 -2.40
H 3.60 -0.41 -1.28
H 4.86 -0.98 -0.21
H 3.22 -3.38 0.95
H 2.16 -2.38 1.91
H 4.15 -2.72 3.18
H 4.06 -1.01 2.70
H 5.94 -0.17 2.07
H 7.21 -1.17 1.36
H 6.82 -1.35 3.09
*
```

Properties
Calculated total energy, hartree: -2206.34938
HOMO energy, hartree: -0.3360
SMILES: C/C(Cl)=C(/Cl)NC(=O)O.COCCOCCOC.COCCOCCOC
Molecular weight, g/mol: 438.34
Gap between HOMO and LUMO, eV: 9.58


No. 2
# C16H33ClHgP2

A structure of composition C16H33ClHgP2 (the ωB97M-V functional and the def2-TZVPD basis, the OMol25 dataset).

Geometry as ORCA input:
```
! RIJCOSX wB97M-V def2-TZVPD def2/J DEFGRID3
* xyz 0 1
P -0.21 -1.68 -5.59
P 0.27 1.99 -5.33
C -0.37 -0.42 -6.93
C 0.48 0.87 -6.79
H -1.43 -0.18 -7.12
H -0.04 -0.96 -7.84
H 1.55 0.66 -6.94
H 0.22 1.53 -7.64
C -1.32 2.65 -5.89
H -1.75 3.37 -5.19
H -2.04 1.84 -6.08
H -1.10 3.15 -6.84
C 1.43 3.30 -5.69
H 1.02 3.89 -6.52
H 2.40 2.91 -6.00
H 1.59 3.98 -4.85
C -1.34 -3.00 -6.06
H -1.46 -3.69 -5.22
H -0.91 -3.54 -6.91
H -2.33 -2.60 -6.33
C 1.42 -2.29 -6.14
H 2.15 -1.48 -6.26
H 1.24 -2.75 -7.13
H 1.81 -3.04 -5.46
Hg 0.05 0.19 1.15
C 0.21 1.94 -3.54
C -1.23 1.65 -3.47
C -1.74 0.32 -3.76
C -1.53 -0.87 -2.79
C -0.56 -1.84 -3.38
C 0.83 -1.61 -3.46
C 1.45 -0.29 -3.72
C 1.17 0.93 -2.85
C 0.41 -1.88 1.06
H 0.45 2.96 -3.25
H -1.93 2.45 -3.21
H -1.25 0.03 -4.74
H -2.83 0.40 -4.00
H -1.24 -0.53 -1.78
H -2.50 -1.38 -2.68
H -0.89 -2.89 -3.39
H 1.53 -2.44 -3.24
H 1.21 -0.01 -4.78
H 2.54 -0.45 -3.76
H 0.84 0.64 -1.85
H 2.12 1.47 -2.72
H 1.34 -2.10 1.62
H 0.51 -2.23 0.02
H -0.45 -2.38 1.54
Cl -1.12 2.29 3.24
C -0.48 2.18 1.64
H -1.25 2.51 0.94
H 0.41 2.82 1.57
*
```

Properties
Energy above the lowest of the compared OMol25 structures with the same formula, charge and spin, kcal/mol: 154.48
Calculated total energy, hartree: -1925.39694
HOMO energy, hartree: -0.1626
Molecular weight, g/mol: 523.43
Gap between HOMO and LUMO, eV: 4.90


No. 3
# C16H33O3S3SiV

A structure of composition C16H33O3S3SiV (the ωB97M-V functional and the def2-TZVPD basis, the OMol25 dataset).

Geometry as ORCA input:
```
! RIJCOSX wB97M-V def2-TZVPD def2/J DEFGRID3
* xyz -1 4
V -1.83 -1.56 -0.05
C 1.35 -2.59 -0.01
C 1.53 -1.10 -0.30
C 1.96 -0.92 -1.76
C 2.56 -0.50 0.65
O 0.24 -0.48 -0.05
Si -0.30 1.09 -0.10
S -2.34 0.82 0.10
O 0.24 1.65 -1.55
C 0.25 2.95 -2.12
C 1.61 3.59 -1.83
C -0.87 3.84 -1.57
C 0.07 2.76 -3.63
O 0.48 2.06 0.97
C 0.29 2.46 2.33
C 0.55 1.26 3.24
C -1.10 3.04 2.60
C 1.34 3.54 2.58
H 2.30 -3.11 -0.13
H 0.61 -3.01 -0.70
H 0.97 -2.74 1.00
H 2.88 -1.49 -1.94
H 2.13 0.13 -1.98
H 1.17 -1.29 -2.42
H 3.54 -0.96 0.49
H 2.25 -0.66 1.68
H 2.65 0.58 0.47
H 1.75 3.65 -0.75
H 1.67 4.60 -2.26
H 2.41 2.98 -2.26
H -0.70 4.04 -0.52
H -1.83 3.33 -1.68
H -0.91 4.79 -2.12
H 0.84 2.09 -4.00
H 0.14 3.72 -4.15
H -0.90 2.31 -3.83
H -0.15 0.46 3.00
H 0.42 1.54 4.29
H 1.57 0.90 3.09
H -1.86 2.26 2.51
H -1.33 3.82 1.88
H -1.13 3.46 3.61
H 2.34 3.14 2.40
H 1.29 3.90 3.61
H 1.18 4.38 1.90
C -2.39 -5.94 1.44
C -2.29 -4.67 0.62
S -2.03 -3.18 1.52
C -2.41 -4.65 -0.72
C -2.64 -5.87 -1.57
S -2.30 -3.13 -1.60
H -2.17 -5.71 2.48
H -1.67 -6.69 1.10
H -3.39 -6.37 1.39
H -2.77 -6.76 -0.95
H -1.78 -6.03 -2.23
H -3.52 -5.74 -2.19
*
```

Properties
Calculated total energy, hartree: -3283.55342
HOMO energy (spin up / spin down), hartree: -0.1235 / -0.1292
Molecular weight, g/mol: 448.67
Gap between HOMO and LUMO (spin up / spin down), eV: 5.98 / 6.13


No. 4
# C16H33O7S3

A cluster of 4 separate species, C16H33O7S3 in total (the ωB97M-V functional and the def2-TZVPD basis, the OMol25 dataset).

Geometry as ORCA input:
```
! RIJCOSX wB97M-V def2-TZVPD def2/J DEFGRID3
* xyz -1 1
C 3.10 -5.01 -3.69
C 2.40 -4.00 -4.65
C 0.91 -4.31 -4.92
C 0.13 -4.73 -3.65
O -1.23 -4.25 -3.74
H 4.00 -4.48 -3.30
H 3.52 -5.87 -4.28
H 2.45 -2.99 -4.20
H 2.95 -4.00 -5.63
H 0.43 -3.37 -5.27
H 0.73 -5.05 -5.72
H 0.62 -4.30 -2.77
H 0.13 -5.82 -3.56
H -1.43 -4.16 -4.67
C 4.23 1.45 -1.64
C 2.82 1.46 -1.04
C 1.97 0.46 -1.82
S 3.11 -0.78 -2.43
O 3.15 -0.70 -3.87
O 2.88 -2.02 -1.74
C 4.60 -0.02 -1.79
H 4.94 1.98 -1.00
H 4.21 1.94 -2.61
H 2.87 1.16 0.01
H 2.37 2.46 -1.07
H 1.23 -0.02 -1.20
H 1.49 0.92 -2.68
H 5.42 -0.19 -2.48
H 4.81 -0.48 -0.83
C -2.02 1.56 0.69
C -2.16 2.97 1.27
C -1.29 3.91 0.43
S -1.22 3.18 -1.21
O 0.14 2.78 -1.47
O -1.97 4.00 -2.14
C -2.17 1.72 -0.82
H -2.76 0.88 1.10
H -1.02 1.16 0.92
H -3.20 3.28 1.22
H -1.87 3.00 2.32
H -1.72 4.91 0.36
H -0.27 3.97 0.81
H -1.79 0.87 -1.39
H -3.21 1.92 -1.09
C -3.58 0.16 6.36
C -2.07 0.00 6.12
C -1.71 0.83 4.89
S -2.90 2.17 4.82
O -3.71 2.01 3.64
O -2.23 3.42 5.13
C -3.85 1.66 6.24
H -3.88 -0.22 7.34
H -4.13 -0.38 5.60
H -1.52 0.37 6.99
H -1.79 -1.04 5.99
H -0.71 1.25 4.96
H -1.80 0.26 3.97
H -4.90 1.89 6.08
H -3.48 2.20 7.11
*
```

Properties
Calculated total energy, hartree: -2350.54810
HOMO energy, hartree: -0.0159
Molecular weight, g/mol: 433.63
Gap between HOMO and LUMO, eV: 1.94


No. 5
# C16H34AsBCrNO6S2Si3

A structure of composition C16H34AsBCrNO6S2Si3 (the ωB97M-V functional and the def2-TZVPD basis, the OMol25 dataset).

Geometry as ORCA input:
```
! RIJCOSX wB97M-V def2-TZVPD def2/J DEFGRID3
* xyz -1 5
Cr -0.14 -0.17 -0.52
O -1.53 -4.10 -2.15
S -0.50 -3.11 -1.96
O 0.56 -3.48 -1.05
O -1.47 -1.72 -0.58
C -2.77 -1.47 -0.76
C -3.72 -2.49 -0.81
C -5.06 -2.19 -1.02
C -5.49 -0.87 -1.17
C -4.56 0.15 -1.07
C -3.23 -0.15 -0.87
S -1.58 1.56 -2.07
O -2.30 0.87 -0.66
O -0.71 0.37 -2.44
O -0.75 2.56 -1.40
H -3.40 -3.51 -0.68
H -5.78 -2.99 -1.07
H -6.53 -0.65 -1.33
H -4.85 1.19 -1.14
B 0.89 -0.39 4.12
C 0.47 -0.28 2.60
N 0.19 -0.23 1.48
H 1.62 -1.36 4.22
H 1.48 0.64 4.40
H -0.12 -0.52 4.77
C 2.45 2.88 -2.63
Si 3.03 2.12 -1.02
C 2.15 2.92 0.42
C 4.88 2.39 -0.83
As 2.50 -0.17 -1.04
Si 3.14 -1.00 -3.13
C 1.82 -0.58 -4.38
C 4.79 -0.27 -3.68
C 3.33 -2.86 -2.96
Si 3.93 -1.14 0.55
C 5.69 -1.22 -0.11
C 3.92 -0.06 2.07
C 3.31 -2.86 0.93
H 2.69 3.94 -2.64
H 1.37 2.77 -2.73
H 2.94 2.41 -3.50
H 2.18 4.01 0.32
H 2.60 2.65 1.38
H 1.10 2.63 0.45
H 5.13 3.45 -0.75
H 5.43 1.97 -1.68
H 5.24 1.90 0.08
H 1.61 0.49 -4.38
H 0.89 -1.08 -4.13
H 2.12 -0.88 -5.38
H 4.70 0.79 -3.93
H 5.15 -0.79 -4.56
H 5.55 -0.36 -2.90
H 2.46 -3.28 -2.45
H 4.22 -3.10 -2.37
H 3.43 -3.35 -3.93
H 6.14 -0.23 -0.21
H 5.72 -1.71 -1.08
H 6.30 -1.81 0.58
H 4.18 0.98 1.84
H 4.66 -0.43 2.79
H 2.95 -0.06 2.57
H 3.67 -3.58 0.20
H 2.22 -2.90 0.91
H 3.65 -3.16 1.92
*
```

Properties
Energy above the lowest of the compared OMol25 structures with the same formula, charge and spin, kcal/mol: 21.35
Calculated total energy, hartree: -6106.49666
HOMO energy (spin up / spin down), hartree: -0.2008 / -0.2058
Molecular weight, g/mol: 622.57
Gap between HOMO and LUMO (spin up / spin down), eV: 7.98 / 8.12


No. 6
# C16H34AsBrHfN3O3PS

A structure of composition C16H34AsBrHfN3O3PS (the ωB97M-V functional and the def2-TZVPD basis, the OMol25 dataset).

Geometry as ORCA input:
```
! RIJCOSX wB97M-V def2-TZVPD def2/J DEFGRID3
* xyz 4 1
Hf -0.19 -0.52 -0.11
Br -2.88 -1.08 -1.13
C -1.95 -2.77 -1.26
C -2.61 -3.93 -1.59
C -1.86 -5.10 -1.62
C -0.50 -5.04 -1.32
C 0.07 -3.82 -1.03
N -0.63 -2.66 -0.99
H -3.66 -3.93 -1.81
H -2.33 -6.04 -1.88
H 0.11 -5.93 -1.32
H 1.14 -3.74 -0.83
C -3.44 2.63 0.16
C -2.50 2.64 -1.05
As -0.66 2.00 -0.60
C 0.15 3.47 0.52
C -0.14 4.85 -0.07
C 0.23 2.22 -2.37
C -0.06 0.98 -3.22
H -4.40 3.07 -0.13
H -3.04 3.24 0.97
H -3.63 1.62 0.51
H -2.38 3.67 -1.43
H -2.91 2.03 -1.86
H 1.24 3.28 0.53
H -0.24 3.39 1.54
H 0.21 4.92 -1.11
H 0.38 5.60 0.51
H -1.20 5.09 -0.03
H 1.31 2.35 -2.21
H -0.14 3.12 -2.89
H 0.25 0.05 -2.69
H 0.48 1.03 -4.17
H -1.12 0.92 -3.48
C 5.24 -1.15 -2.75
N 3.99 -0.91 -2.03
C 3.94 -0.63 -0.75
N 5.02 -0.55 0.00
S 2.42 -0.28 0.07
H 5.01 -1.41 -3.79
H 5.79 -1.98 -2.31
H 5.86 -0.26 -2.76
H 3.15 -0.89 -2.59
H 5.95 -0.67 -0.39
H 4.97 -0.32 0.98
C -0.54 -2.55 2.49
O -1.14 -1.55 1.62
P -1.59 0.04 2.27
O -1.66 -0.21 3.79
C -2.83 -0.16 4.65
O 0.02 0.56 2.13
C 0.80 0.97 3.30
H 0.54 -2.56 2.35
H -0.96 -3.53 2.24
H -0.76 -2.34 3.54
H -3.40 -1.09 4.57
H -3.48 0.68 4.41
H -2.45 -0.05 5.67
H 0.18 1.51 4.01
H 1.58 1.63 2.93
H 1.24 0.10 3.79
*
```

Properties
Calculated total energy, hartree: -6615.97755
HOMO energy, hartree: -0.7937
Molecular weight, g/mol: 712.82
Gap between HOMO and LUMO, eV: 7.68


No. 7
# C16H34BBrNO5S

The ion C16H34BBrNO5S with charge +1 (the ωB97M-V functional and the def2-TZVPD basis, the OMol25 dataset).

Geometry as ORCA input:
```
! RIJCOSX wB97M-V def2-TZVPD def2/J DEFGRID3
* xyz 1 1
C 1.66 6.56 -1.66
C 0.62 5.46 -1.44
C 0.63 4.90 -0.02
C -0.38 3.75 0.16
C 0.40 2.45 0.03
N -0.36 1.15 -0.27
C -0.80 1.24 -1.71
C -1.57 0.86 0.61
S -3.02 1.80 0.00
Br -1.25 1.42 2.46
C -1.87 -0.67 0.65
O -1.36 -1.42 -0.43
C 0.02 -1.30 -0.74
C 0.77 -2.58 -0.41
C 0.36 -3.74 -1.33
C -0.86 -4.51 -0.85
O -0.80 -5.80 -1.43
C -2.07 -6.40 -1.59
C 0.68 -0.04 -0.16
O 1.79 0.29 -0.94
B 1.33 -0.26 1.34
O 2.53 0.34 1.62
O 0.66 -1.01 2.22
C 1.31 -1.64 3.35
C 0.50 -2.84 3.78
H 1.85 7.10 -0.73
H 2.61 6.15 -2.01
H 1.32 7.28 -2.40
H -0.38 5.84 -1.68
H 0.81 4.64 -2.16
H 1.64 4.57 0.22
H 0.38 5.70 0.67
H -1.15 3.85 -0.60
H -0.85 3.83 1.13
H 1.07 2.55 -0.82
H 1.02 2.27 0.90
H -1.53 0.47 -1.93
H -1.23 2.22 -1.88
H 0.07 1.14 -2.34
H -3.77 1.39 1.03
H -2.95 -0.79 0.59
H -1.53 -1.08 1.60
H 0.07 -1.19 -1.83
H 1.84 -2.40 -0.54
H 0.55 -2.87 0.62
H 1.19 -4.46 -1.36
H 0.22 -3.40 -2.35
H -0.84 -4.60 0.25
H -1.79 -4.02 -1.15
H -1.91 -7.47 -1.75
H -2.59 -6.00 -2.47
H -2.70 -6.27 -0.71
H 1.68 -0.04 -1.84
H 3.35 -0.13 1.42
H 1.40 -0.91 4.16
H 2.31 -1.94 3.06
H 0.50 -3.61 3.01
H 0.94 -3.26 4.68
H -0.53 -2.56 3.99
*
```

Properties
Calculated total energy, hartree: -4057.85153
HOMO energy, hartree: -0.4379
SMILES: CCCCC[N@@+]1(C)[C@@](O)(B(O)OCC)[C@@H](CCCOC)OC[C@@]1(S)Br
Molecular weight, g/mol: 443.23
Gap between HOMO and LUMO, eV: 9.44


No. 8
# C16H34BNP2Pt

A structure of composition C16H34BNP2Pt (the ωB97M-V functional and the def2-TZVPD basis, the OMol25 dataset).

Geometry as ORCA input:
```
! RIJCOSX wB97M-V def2-TZVPD def2/J DEFGRID3
* xyz 0 3
P 1.46 0.49 1.76
P 0.38 -2.57 -1.54
C -0.99 -1.18 0.65
C -1.14 -2.17 -0.50
H -1.99 -1.07 1.11
H -0.31 -1.60 1.41
H -1.45 -3.15 -0.10
H -1.95 -1.81 -1.14
C -0.40 -1.96 -3.09
H 0.02 -2.47 -3.95
H -0.18 -0.88 -3.15
H -1.49 -2.11 -3.04
C 0.46 -4.38 -1.74
H 0.00 -4.63 -2.70
H -0.06 -4.85 -0.90
H 1.52 -4.66 -1.75
C 2.38 1.95 2.34
H 3.43 1.71 2.55
H 1.90 2.28 3.27
H 2.34 2.75 1.58
C 1.03 -0.20 3.41
H 0.31 -1.02 3.32
H 0.57 0.62 3.97
H 1.92 -0.54 3.95
Pt -0.73 0.96 0.56
C -2.76 1.05 0.04
C -1.94 1.18 -1.14
C -1.79 2.52 -1.78
C -1.30 3.58 -0.76
C -0.56 3.00 0.44
C -1.16 2.65 1.72
C -2.63 2.69 2.00
C -3.46 2.18 0.78
C 2.72 -0.62 1.01
H -3.31 0.10 0.12
H -1.91 0.32 -1.83
H -2.73 2.84 -2.24
H -1.06 2.49 -2.60
H -0.53 4.17 -1.29
H -2.10 4.27 -0.47
H 0.46 3.43 0.56
H -0.48 2.80 2.58
H -3.00 3.68 2.33
H -2.85 2.00 2.84
H -4.40 1.76 1.16
H -3.74 3.00 0.10
H 2.32 -1.64 0.89
H 3.62 -0.69 1.63
H 3.01 -0.24 0.02
B 3.99 -3.11 -1.97
C 3.22 -1.78 -2.22
N 2.67 -0.77 -2.44
H 3.83 -3.53 -0.82
H 5.19 -2.89 -2.14
H 3.63 -3.95 -2.78
*
```

Properties
Energy above the lowest of the compared OMol25 structures with the same formula, charge and spin, kcal/mol: 0.00
Calculated total energy, hartree: -1511.47282
HOMO energy (spin up / spin down), hartree: -0.2021 / -0.3113
Molecular weight, g/mol: 508.29
Gap between HOMO and LUMO (spin up / spin down), eV: 5.84 / 5.41


Which value of calculated total energy does entry 7 give? -4057.85153 hartree